A:
A cluster of 2 separate species, C4H12 in total, computed with ωB97M-V/def2-TZVPD.

Values from the calculation:
Net charge ... -1
HOMO energy (spin up / spin down) ... 0.0531 / -0.2947 hartree
Multiplicity ... 2
Orbital gap (spin up / spin down) ... 2.60 / 12.09 eV

The geometry in XYZ format:
```
16
Properties=species:S:1:pos:R:3:lowdin_charge:R:1
C 2.287 -1.883 3.298 -0.420
H 1.638 -1.936 2.420 -0.044
H 2.149 -0.953 3.856 -0.032
H 3.292 -1.924 2.887 -0.026
H 1.985 -2.604 4.060 -0.021
C -1.061 -0.136 -2.209 -0.203
C -1.458 0.876 -1.097 -0.380
C -0.176 1.435 -0.446 -0.272
H -1.939 -0.752 -2.404 0.048
H -0.193 -0.693 -1.865 0.037
H -0.776 0.443 -3.086 0.053
H -2.251 0.574 -0.416 0.070
H -1.984 1.710 -1.595 0.079
H 0.524 1.595 -1.273 0.045
H -0.307 2.408 0.023 0.036
H 0.286 0.683 0.190 0.030
```

B:
A cluster of 2 separate species, C4H12 in total, computed with ωB97M-V/def2-TZVPD.

Values from the calculation:
Net charge ... -1
HOMO energy (spin up / spin down) ... 0.0552 / -0.2627 hartree
Multiplicity ... 2
Orbital gap (spin up / spin down) ... 2.82 / 11.49 eV

The geometry in XYZ format:
```
16
Properties=species:S:1:pos:R:3:lowdin_charge:R:1
C 0.305 -2.045 -0.100 -0.400
C -0.178 -2.353 -1.506 -0.375
H -0.376 -2.603 0.575 0.015
H 1.316 -2.474 -0.010 0.031
H 0.069 -1.078 0.364 0.019
H -0.157 -3.454 -1.636 0.030
H 0.512 -2.030 -2.316 0.032
H -1.155 -2.133 -1.956 0.027
C 0.609 1.895 0.665 -0.299
C -0.698 2.634 0.971 -0.268
H 1.366 1.650 1.442 0.048
H 0.415 0.855 0.484 -0.008
H 1.149 2.054 -0.275 0.039
H -0.719 3.155 1.934 0.044
H -1.414 1.807 1.054 0.025
H -1.029 3.287 0.174 0.040
```

Short version: A is the most stable of them.